Record 1
105
Properties=species:S:1:pos:R:3 method="wB97M-V/def2-TZVPD" lumo_energy_ev=-0.2 homo_energy_ev=-8.55
Cl 14.661 23.061 -10.963
Cl 16.606 22.061 -12.895
Cl 13.952 20.991 -12.912
Cl 14.347 23.761 -13.681
S 12.578 21.134 -20.387
S 7.494 23.348 -14.320
S 8.059 24.150 -10.160
S 8.236 22.238 -19.723
S 10.921 22.564 -15.452
S 10.730 27.487 -15.456
S 15.041 25.427 -17.774
S 8.245 18.661 -18.368
S 8.625 17.728 -13.427
S 11.882 19.887 -9.714
O 6.730 24.735 -10.546
O 10.285 27.057 -16.819
O 7.005 21.947 -14.506
O 8.582 21.929 -18.288
O 11.157 20.003 -11.019
O 12.333 22.844 -15.868
O 7.244 18.678 -19.480
O 12.997 20.211 -21.500
O 15.580 25.020 -19.113
O 7.342 16.977 -13.290
C 9.589 17.383 -11.963
C 6.077 24.279 -13.689
C 9.904 18.764 -19.100
C 15.107 27.260 -17.778
C 7.536 24.172 -15.926
C 9.249 28.171 -14.653
C 9.342 24.830 -11.287
C 14.905 22.437 -12.646
C 10.805 22.111 -13.665
C 10.674 19.285 -8.489
C 8.504 16.960 -17.708
C 10.906 26.020 -14.372
C 6.428 22.499 -19.771
C 11.990 21.568 -9.040
C 8.267 19.453 -13.116
C 8.101 22.440 -10.821
C 13.411 20.528 -18.891
C 8.700 23.984 -19.896
C 10.577 20.907 -16.093
C 13.668 22.593 -20.603
C 13.218 25.388 -17.862
H 7.429 21.841 -10.201
H 9.056 21.927 -10.661
H 10.821 20.867 -17.157
H 10.772 18.615 -18.465
H 10.034 25.368 -14.436
H 13.458 23.311 -19.814
H 12.584 22.181 -9.726
H 7.690 25.254 -15.902
H 11.774 25.454 -14.706
H 9.360 16.835 -17.046
H 14.685 27.748 -16.902
H 13.529 23.023 -21.595
H 9.709 24.169 -19.532
H 10.609 18.213 -8.708
H 12.780 26.118 -17.184
H 11.367 22.868 -13.115
H 12.954 19.623 -18.507
H 8.922 25.139 -12.241
H 7.357 19.611 -12.533
H 8.886 28.996 -15.258
H 16.162 27.527 -17.844
H 9.842 17.908 -19.779
H 11.184 20.155 -15.588
H 11.055 21.988 -8.689
H 9.071 17.529 -11.012
H 6.015 21.502 -19.621
H 12.938 25.725 -18.865
H 8.357 23.771 -16.522
H 9.518 20.639 -16.132
H 7.820 22.301 -11.867
H 13.417 21.313 -18.127
H 9.665 19.686 -8.411
H 10.518 17.955 -11.913
H 10.089 24.058 -11.467
H 14.593 27.549 -18.694
H 9.455 28.407 -13.609
H 11.250 21.143 -13.459
H 8.286 20.011 -14.044
H 11.083 19.244 -7.473
H 12.748 21.565 -8.243
H 6.288 25.341 -13.848
H 14.734 22.354 -20.618
H 9.769 25.682 -10.761
H 8.432 16.158 -18.441
H 14.468 20.409 -19.134
H 8.605 24.282 -20.941
H 6.089 24.114 -12.614
H 9.979 19.681 -19.681
H 12.869 24.367 -17.735
H 8.996 19.862 -12.402
H 8.053 24.600 -19.269
H 6.596 23.974 -16.444
H 8.453 27.420 -14.621
H 7.639 16.878 -17.042
H 9.879 16.332 -12.020
H 6.172 23.211 -18.995
H 9.756 22.119 -13.382
H 6.206 22.794 -20.797
H 5.129 24.065 -14.175
H 11.015 26.449 -13.376

Record 2
101
Properties=species:S:1:pos:R:3 method="wB97M-V/def2-TZVPD" lumo_energy_ev=0.2 e_above_lowest_kcal_mol=66.7 homo_energy_ev=-8.29
S -2.996 24.199 4.308
F -2.632 22.319 2.523
F -1.348 24.115 2.134
F -3.491 24.084 1.773
O -6.764 29.170 -0.326
O -1.653 24.560 7.878
O -3.712 26.142 8.474
O -4.155 28.085 5.979
O -4.038 23.234 4.599
O 0.474 20.120 3.287
O -3.537 25.622 4.141
O -3.167 21.785 7.112
O -1.870 24.068 5.195
O -3.912 18.624 2.293
O -7.186 24.077 8.994
N -5.456 20.483 3.844
N -6.350 24.647 6.431
N -7.909 26.900 2.223
N -6.432 26.671 4.712
N 3.174 21.122 4.453
C 1.131 21.320 2.955
C -7.724 24.123 6.594
C -8.081 23.293 5.416
C -5.961 26.309 0.896
C -3.296 22.834 8.060
C -2.539 23.636 2.510
C -7.419 23.507 10.235
C -2.498 18.840 2.584
C -4.640 19.438 4.380
C -4.562 18.187 3.470
C -7.234 30.075 -1.355
C -3.385 27.541 8.172
C 2.573 23.456 3.335
C -4.440 28.196 7.347
C 1.327 18.973 3.081
C -7.542 28.110 0.087
C -5.339 19.080 5.686
C -1.984 23.401 8.624
C -7.688 23.290 7.820
C 2.185 22.016 3.854
C -6.897 27.445 1.338
H -6.109 24.761 7.405
H -1.998 18.255 3.356
H -4.768 18.381 6.297
H -6.572 22.948 10.634
H -3.677 19.930 4.519
H 1.817 24.141 2.950
H -5.457 26.738 4.456
H 1.631 18.891 2.038
H 1.605 21.189 1.982
H -1.192 22.662 8.501
H 2.217 19.095 3.699
H -1.841 18.746 1.719
H -7.843 29.655 -2.156
H -8.717 22.968 7.980
H -7.127 22.818 5.184
H -4.839 20.759 3.094
H -5.543 25.720 1.712
H 0.913 18.090 3.568
H -6.385 18.865 5.467
H -2.429 27.501 7.649
H -3.953 22.449 8.839
H -5.523 17.927 3.026
H -6.343 30.644 -1.616
H -6.374 25.856 5.305
H -2.566 22.114 6.440
H -8.528 28.451 0.403
H -3.402 27.499 5.870
H -3.861 23.672 7.652
H 3.099 23.920 4.168
H -5.480 21.184 4.571
H -7.030 26.460 3.925
H -8.805 22.499 5.600
H -2.026 23.861 9.611
H -7.617 27.353 -0.694
H -5.413 27.733 7.515
H -8.407 24.967 6.696
H -8.270 22.834 10.341
H -7.799 30.813 -0.787
H -3.297 28.105 9.100
H -4.337 17.364 4.148
H 4.092 21.523 4.586
H -5.403 19.996 6.274
H -8.287 23.911 4.542
H -2.835 25.752 8.478
H -6.430 28.258 1.894
H 3.340 23.425 2.561
H -5.727 23.883 6.210
H 0.363 22.071 2.769
H -7.052 22.406 7.770
H -4.713 29.219 7.604
H -8.621 27.583 2.441
H 2.836 20.643 5.275
H -5.147 26.689 0.280
H -6.483 25.535 0.332
H -6.831 27.471 5.181
H 1.580 22.245 4.731
H -2.451 19.873 2.928
H -8.522 26.229 1.781
H -1.688 24.216 6.983
H -7.472 24.281 11.000

Record 3
96
Properties=species:S:1:pos:R:3 method="wB97M-V/def2-TZVPD" lumo_energy_ev=-0.3 e_above_lowest_kcal_mol=450.7 homo_energy_ev=-7.40
O -20.025 1.738 10.142
O -18.715 6.788 13.310
O -15.389 1.859 11.371
O -23.001 6.637 13.349
O -22.698 8.224 8.250
O -19.727 0.065 12.422
O -21.693 1.381 16.129
O -17.609 3.450 12.482
O -19.407 4.747 12.819
N -16.770 3.472 10.612
N -15.721 2.304 9.213
N -18.554 1.712 11.519
N -18.592 8.390 14.936
N -19.842 8.631 13.201
N -18.607 1.533 13.595
C -19.976 1.436 8.779
C -22.230 5.577 13.911
C -21.615 6.596 9.587
C -22.301 0.385 14.061
C -18.538 1.460 8.325
C -19.039 7.850 13.839
C -17.106 3.810 13.669
C -22.861 6.978 8.817
C -18.775 5.253 10.482
C -19.058 1.056 12.550
C -15.778 4.476 13.474
C -18.106 4.684 14.470
C -21.100 4.304 11.313
C -20.944 6.234 14.474
C -15.912 2.511 10.489
C -22.983 5.937 7.701
C -19.578 4.348 11.474
C -22.256 1.698 14.897
C -20.802 2.445 7.970
C -23.147 4.877 14.928
C -21.291 2.698 14.202
H -19.087 4.215 14.389
H -17.063 3.615 11.568
H -18.143 5.720 14.132
H -15.233 4.550 14.415
H -22.350 7.034 12.766
H -14.932 1.708 9.009
H -21.296 0.003 13.883
H -16.931 4.152 9.884
H -15.740 5.472 13.032
H -23.374 4.985 8.060
H -19.007 9.235 15.304
H -21.024 2.025 6.989
H -19.250 3.309 11.439
H -21.967 5.814 7.325
H -21.401 3.846 10.371
H -19.543 5.684 12.977
H -18.418 1.098 7.304
H -17.840 0.980 9.011
H -17.905 2.484 11.564
H -20.424 6.542 13.567
H -15.105 3.906 12.835
H -18.092 7.783 15.569
H -20.314 8.327 12.362
H -20.907 3.429 14.913
H -20.164 9.424 13.738
H -22.685 4.283 15.716
H -19.047 5.054 9.445
H -17.706 5.066 10.582
H -21.623 3.727 12.076
H -21.509 7.426 10.285
H -18.293 2.520 8.395
H -23.216 2.119 15.198
H -17.086 2.842 14.170
H -18.061 2.381 13.538
H -20.479 0.479 8.642
H -22.943 8.866 8.919
H -21.727 5.653 10.123
H -21.781 2.436 8.448
H -22.388 0.894 16.577
H -23.543 6.319 6.848
H -19.085 1.298 14.453
H -22.806 0.855 13.216
H -18.947 6.304 10.717
H -21.692 3.276 13.369
H -20.683 6.661 9.025
H -20.457 5.592 15.209
H -21.456 5.334 11.315
H -17.800 4.657 15.515
H -21.156 7.125 15.066
H -23.659 5.668 15.477
H -23.874 4.232 14.435
H -22.941 -0.383 14.495
H -18.151 4.158 12.125
H -16.446 2.624 8.585
H -21.988 4.811 13.174
H -18.882 1.537 10.580
H -20.396 2.211 13.814
H -20.578 3.503 7.831
H -23.760 6.949 9.433
H -20.900 2.001 10.436

In eV Å⁻¹, the F_max values for the records above are, in order, 1.73; 3.75; 9.40.